Entry 1:
An isolated molecule of C4H7NO2. Source: the OMol25 dataset; level of theory: the ωB97M-V functional and the def2-TZVPD basis.

```
! wB97M-V def2-TZVPD RIJCOSX def2/J DEFGRID3
* xyz 0 1
O 1.39 -0.51 -0.53
C 1.00 0.18 0.57
C 0.05 1.34 0.05
N -0.96 0.24 -0.07
C -0.33 -0.42 1.11
C -0.75 -0.43 -1.21
O -0.58 -1.72 -1.27
H 0.40 -1.67 -0.85
H 1.77 0.44 1.30
H -0.28 2.07 0.79
H 0.34 1.81 -0.89
H -0.73 0.04 2.02
H -0.44 -1.51 1.14
H -0.89 0.13 -2.14
*
```

Its HOMO-LUMO gap is 9.64 eV. Its total energy is -361.7340 hartree. Its energy relative to the best compared isomer or geometry (same formula, charge and spin) is 385.5 kJ/mol. For the strongest force on any atom, the calculation gives 0.42 eV/Å.

For reference, the Mulliken charges in units of e are: -0.83 0.21 -0.58 -0.16 -0.70 0.17 -0.53 0.44 0.47 0.29 0.29 0.31 0.27 0.38

***

Entry 2:
A structure of composition C9H9KN3S. Source: the OMol25 dataset; level of theory: the ωB97M-V functional and the def2-TZVPD basis.

```
! wB97M-V def2-TZVPD RIJCOSX def2/J DEFGRID3
* xyz 1 1
K 2.76 -1.54 -2.60
C -1.16 -3.41 1.42
N -1.03 -2.00 1.18
C -1.74 -1.01 1.80
C -1.33 0.17 1.30
N -0.35 -0.07 0.35
C -0.17 -1.44 0.28
S 0.83 -2.42 -0.62
C 0.30 0.94 -0.37
C -0.03 2.28 -0.16
C 0.63 3.26 -0.88
C 1.59 2.87 -1.80
C 1.84 1.53 -1.94
N 1.22 0.57 -1.26
H -1.91 -3.57 2.18
H -0.21 -3.82 1.76
H -1.45 -3.92 0.50
H -2.48 -1.23 2.54
H -1.67 1.15 1.55
H -0.78 2.59 0.56
H 0.39 4.30 -0.73
H 2.13 3.60 -2.39
H 2.59 1.18 -2.65
*
```

Its HOMO-LUMO gap is 7.75 eV. Its total energy is -1510.5930 hartree. For the strongest force on any atom, the calculation gives 1.00 eV/Å.

For reference, the Mulliken charges in units of e are: 0.95 -0.86 0.09 -0.47 -0.29 0.27 0.07 -0.58 0.88 -0.60 -0.63 -0.67 0.09 -0.18 0.31 0.34 0.34 0.45 0.33 0.25 0.44 0.39 0.10